(1)
{"formula": "C31H67INO13P4S", "method": "ωB97M-V/def2-TZVPD", "orbital_gap_ev": 5.732, "e_lumo_ev": -4.5347, "de_lowest_kcal_mol": 298.76, "homo_energy_ha": -0.3773, "e_tot_ha": -4315.0466, "charge": 1, "species": ["C", "C", "C", "C", "C", "C", "C", "C", "C", "C", "C", "N", "C", "C", "O", "C", "C", "C", "P", "O", "O", "S", "C", "P", "C", "C", "C", "C", "C", "I", "C", "C", "C", "O", "O", "H", "H", "H", "H", "H", "H", "H", "H", "H", "H", "H", "H", "H", "H", "H", "H", "H", "H", "H", "H", "H", "H", "H", "H", "H", "H", "H", "H", "H", "H", "H", "H", "H", "H", "H", "H", "H", "H", "H", "H", "H", "H", "H", "H", "H", "H", "H", "H", "H", "C", "O", "P", "O", "O", "C", "O", "C", "H", "H", "H", "H", "H", "H", "H", "H", "H", "C", "O", "P", "O", "O", "C", "O", "C", "H", "H", "H", "H", "H", "H", "H", "H", "H"], "coordinates": [[-1.658, -0.031, 8.515], [-2.099, 1.572, 8.573], [-3.383, 1.921, 7.586], [-2.768, 2.788, 6.319], [-3.905, 3.503, 5.377], [-3.280, 4.652, 4.339], [-2.006, 4.074, 3.485], [-1.258, 5.169, 2.520], [0.377, 5.120, 2.656], [1.151, 4.895, 1.191], [0.584, 3.484, 0.552], [0.686, 2.282, 1.265], [0.067, 1.057, 0.559], [1.072, -0.076, -0.070], [0.258, -1.249, -0.535], [1.134, -2.363, -0.934], [0.169, -3.390, -1.836], [0.804, -3.712, -3.315], [-0.735, 0.082, 2.035], [0.195, -1.333, 2.503], [-0.846, 1.071, 3.504], [-2.525, -0.617, 1.542], [-0.967, 1.864, -0.454], [-2.013, 0.876, -1.710], [-1.094, 0.702, -3.385], [-1.864, -0.248, -4.485], [-3.598, 1.899, -2.048], [-4.995, 1.041, -1.990], [-0.156, 3.209, -0.923], [1.538, 3.041, -2.315], [-1.158, 4.361, -1.521], [-0.416, 5.727, -2.041], [-0.372, 5.882, -3.676], [-0.173, 7.129, -4.156], [-0.578, 4.807, -4.659], [-0.731, -0.174, 7.790], [-2.523, -0.704, 8.051], [-1.364, -0.402, 9.601], [-2.255, 1.953, 9.688], [-1.148, 2.172, 8.175], [-3.762, 0.875, 7.167], [-4.265, 2.455, 8.142], [-2.171, 2.023, 5.636], [-2.011, 3.621, 6.643], [-4.491, 2.649, 4.801], [-4.727, 4.054, 6.041], [-3.006, 5.585, 5.004], [-4.142, 4.867, 3.566], [-2.402, 3.200, 2.787], [-1.169, 3.581, 4.171], [-1.641, 4.964, 1.409], [-1.706, 6.230, 2.805], [0.710, 6.209, 3.015], [0.788, 4.352, 3.438], [0.847, 5.854, 0.549], [2.325, 4.882, 1.302], [1.113, 2.258, 2.239], [1.684, 0.267, -1.009], [1.884, -0.415, 0.737], [1.469, -2.997, 0.002], [2.037, -2.054, -1.622], [-0.863, -2.824, -2.031], [-0.113, -4.344, -1.206], [-0.101, -3.663, -4.090], [1.358, -4.741, -3.384], [1.508, -2.801, -3.613], [0.784, -1.096, 3.297], [0.033, 0.966, 4.011], [-1.807, 2.300, 0.273], [-0.005, 0.293, -3.114], [-0.898, 1.803, -3.803], [-2.634, 0.441, -5.048], [-1.024, -0.669, -5.204], [-2.379, -1.119, -3.865], [-3.656, 2.806, -1.279], [-3.438, 2.410, -3.110], [-4.787, -0.029, -1.558], [-5.448, 1.017, -3.091], [-5.759, 1.675, -1.329], [-2.035, 4.621, -0.781], [-1.682, 3.883, -2.480], [0.663, 5.901, -1.623], [-1.070, 6.641, -1.640], [0.258, 4.715, -5.203], [5.290, -2.265, -8.324], [3.967, -2.635, -8.645], [2.920, -2.739, -7.422], [3.376, -2.121, -6.138], [2.581, -4.310, -7.348], [3.631, -5.192, -7.022], [1.571, -2.117, -8.039], [1.647, -0.810, -8.568], [5.740, -3.008, -7.660], [5.873, -2.214, -9.246], [5.303, -1.281, -7.847], [4.215, -4.810, -6.181], [4.278, -5.329, -7.893], [3.205, -6.160, -6.746], [1.966, -0.861, -9.611], [2.347, -0.192, -8.000], [0.655, -0.353, -8.524], [3.261, -5.716, 4.593], [2.193, -6.354, 3.926], [2.248, -6.375, 2.314], [3.570, -6.011, 1.717], [1.015, -5.437, 1.882], [1.068, -4.076, 2.243], [1.715, -7.848, 1.948], [2.399, -8.942, 2.520], [3.298, -4.658, 4.321], [3.100, -5.799, 5.671], [4.208, -6.201, 4.342], [2.056, -3.656, 2.037], [0.834, -3.969, 3.306], [0.324, -3.527, 1.662], [1.977, -9.157, 3.504], [3.468, -8.735, 2.618], [2.266, -9.817, 1.880]], "forces_ev_per_angstrom": [[0.0, 0.1, -0.1], [0.7, 0.1, -0.1], [1.1, -0.5, -0.4], [-0.5, 0.0, -0.7], [-0.3, -0.1, 0.1], [-0.3, -1.3, 0.2], [0.2, -0.6, -0.2], [-1.1, -0.1, 0.1], [0.5, 1.3, -0.4], [-1.1, 0.1, 0.4], [0.6, -1.4, 0.8], [0.4, 3.3, -2.6], [0.1, 0.1, 0.4], [1.2, -0.8, -0.9], [2.2, 1.5, 0.9], [-0.7, -2.2, -0.7], [-0.6, 0.7, -0.1], [-0.7, 0.9, -0.1], [-3.4, -2.6, 1.2], [0.4, 4.0, 1.0], [3.1, -1.9, -1.9], [2.1, 1.3, 0.6], [-0.2, 1.1, 0.6], [-0.5, -1.5, -0.3], [1.5, 1.5, -0.4], [0.6, 0.5, 1.1], [0.0, 2.0, -0.5], [0.0, 0.9, -0.4], [-0.7, 0.2, 2.7], [-0.5, -0.2, 0.8], [-0.1, -0.2, -0.8], [-1.1, 0.3, 0.0], [1.1, 6.5, -3.3], [-1.1, -8.1, 3.2], [1.5, 1.6, 2.6], [-1.9, 0.3, 1.6], [1.8, 1.5, 1.3], [-0.6, 0.6, -2.4], [0.1, -1.0, -2.4], [-2.1, -1.2, 0.9], [0.6, 2.4, 0.8], [1.8, -0.9, -1.1], [-1.1, 1.6, 1.4], [-1.4, -1.6, -0.2], [1.3, 1.8, 1.0], [1.9, -1.2, -1.3], [-0.5, -1.7, -1.6], [1.8, 0.0, 1.6], [0.8, 1.7, 1.6], [-2.0, 1.1, -1.2], [1.1, 0.5, 2.2], [1.3, -2.1, -0.6], [-0.5, -2.5, -0.7], [-1.0, 1.4, -1.4], [0.7, -2.6, 1.0], [-2.4, -0.2, -0.2], [-0.7, 0.1, -1.9], [-1.2, -0.1, 1.8], [-1.9, 0.7, -1.5], [-0.3, 1.8, -1.8], [-1.7, -0.2, 1.5], [2.3, -1.0, 0.6], [0.8, 1.8, -1.3], [2.1, -0.4, 1.6], [-1.0, 2.1, 0.1], [-1.3, -2.2, 0.5], [-1.1, -0.7, -1.6], [-1.9, 0.3, -0.7], [1.7, -0.9, -1.4], [-2.4, 0.6, -0.6], [-0.4, -2.4, 0.5], [1.5, -1.7, 1.0], [-2.0, 0.8, 1.4], [0.9, 1.8, -1.6], [0.1, -2.0, -1.5], [-0.6, -1.0, 2.1], [-0.6, 2.1, -0.9], [1.0, -0.3, 2.5], [1.6, -1.7, -1.3], [1.9, -0.6, -1.2], [1.2, 0.8, 2.2], [-2.0, -0.5, -1.1], [1.5, -1.9, -1.2], [-1.3, 0.6, 0.8], [1.0, 0.4, 0.1], [-1.1, -0.1, 0.5], [-0.2, 0.0, 0.7], [-0.4, -0.7, -1.7], [-0.9, 1.7, -0.3], [0.7, -0.5, 0.2], [0.7, -1.5, 0.7], [0.1, 0.7, -0.4], [0.1, 0.2, 0.0], [-0.2, -0.1, 0.1], [0.1, -0.2, 0.1], [0.0, 0.0, 0.0], [0.0, 0.0, 0.1], [-0.1, 0.3, -0.1], [0.0, 0.1, 0.1], [0.0, 0.0, 0.0], [0.1, -0.2, 0.1], [0.7, 0.3, 0.6], [-0.3, -0.3, -1.0], [0.6, -0.3, -0.8], [-1.7, -0.3, 1.1], [0.5, -1.5, -0.2], [-0.1, 0.5, 0.2], [-0.4, 2.0, -0.2], [0.4, -0.7, 0.4], [0.2, -0.1, 0.1], [-0.2, -0.1, -0.2], [-0.1, 0.2, 0.0], [0.0, 0.0, 0.0], [0.0, 0.0, 0.0], [0.1, -0.3, 0.1], [0.1, 0.0, 0.0], [0.0, -0.1, 0.0], [0.0, 0.3, 0.0]]}

=====

(2)
{"formula": "C3H4N2O", "method": "ωB97M-V/def2-TZVPD", "orbital_gap_ev": 8.863, "e_lumo_ev": 0.3477, "de_lowest_kcal_mol": 66.20, "homo_energy_ha": -0.3129, "e_tot_ha": -301.3817, "smiles": "Oc1cnc[nH]1", "species": ["O", "C", "C", "N", "C", "N", "H", "H", "H", "H"], "coordinates": [[-1.673, -0.860, 0.055], [-0.708, -0.138, -0.643], [-0.453, 1.202, -0.382], [0.739, 1.305, 0.267], [1.231, 0.075, 0.320], [0.500, -0.785, -0.414], [-1.154, -0.836, 0.902], [-1.101, 2.054, -0.557], [2.109, -0.221, 0.868], [0.510, -1.795, -0.416]], "forces_ev_per_angstrom": [[-0.4, -0.2, 0.0], [0.3, 0.2, 0.1], [-0.1, 0.0, 0.2], [0.4, 0.0, -0.3], [0.8, 0.3, -0.5], [-0.1, 0.0, 0.7], [-1.6, -0.5, -0.3], [0.1, -0.2, 0.3], [0.3, 0.2, -0.3], [0.3, 0.1, 0.3]]}

=====

(3)
{"formula": "C22H25N3OS", "method": "ωB97M-V/def2-TZVPD", "orbital_gap_ev": 8.136, "e_lumo_ev": 0.5295, "de_lowest_kcal_mol": 15.51, "homo_energy_ha": -0.2795, "e_tot_ha": -1491.0247, "smiles": "CN1CCN(C(=S)c2cn(CCOc3ccccc3)c3ccccc23)CC1", "species": ["C", "N", "C", "C", "N", "C", "S", "C", "C", "N", "C", "C", "O", "C", "C", "C", "C", "C", "C", "C", "C", "C", "C", "C", "C", "C", "C", "H", "H", "H", "H", "H", "H", "H", "H", "H", "H", "H", "H", "H", "H", "H", "H", "H", "H", "H", "H", "H", "H", "H", "H", "H"], "coordinates": [[-4.549, -4.032, -0.603], [-4.147, -2.851, -1.336], [-2.763, -2.501, -1.088], [-2.353, -1.334, -1.993], [-3.217, -0.204, -1.737], [-2.862, 0.829, -0.948], [-3.977, 1.761, -0.149], [-1.460, 1.188, -0.831], [-0.863, 1.650, 0.315], [0.433, 1.991, 0.084], [1.368, 2.433, 1.076], [2.240, 1.275, 1.581], [3.157, 1.819, 2.498], [4.063, 0.989, 3.097], [4.160, -0.378, 2.871], [5.123, -1.117, 3.540], [5.989, -0.512, 4.430], [5.891, 0.853, 4.655], [4.938, 1.600, 3.996], [0.710, 1.770, -1.241], [1.878, 1.986, -1.963], [1.856, 1.716, -3.314], [0.697, 1.253, -3.943], [-0.462, 1.032, -3.234], [-0.461, 1.270, -1.860], [-4.605, -0.544, -1.946], [-5.004, -1.714, -1.049], [-5.578, -4.275, -0.862], [-3.910, -4.865, -0.893], [-4.483, -3.899, 0.488], [-2.137, -3.368, -1.313], [-2.595, -2.212, -0.033], [-1.313, -1.070, -1.807], [-2.472, -1.635, -3.038], [-1.300, 1.751, 1.290], [0.824, 2.865, 1.919], [2.018, 3.205, 0.654], [1.607, 0.516, 2.063], [2.763, 0.809, 0.733], [3.498, -0.879, 2.182], [5.191, -2.180, 3.357], [6.736, -1.096, 4.946], [6.563, 1.338, 5.348], [4.846, 2.662, 4.157], [2.771, 2.364, -1.488], [2.747, 1.875, -3.903], [0.716, 1.072, -5.007], [-1.359, 0.694, -3.731], [-5.220, 0.329, -1.728], [-4.727, -0.834, -2.994], [-6.039, -1.994, -1.254], [-4.929, -1.399, 0.007]], "forces_ev_per_angstrom": [[0.0, 0.0, 0.0], [0.0, 0.0, 0.0], [0.1, 0.1, -0.2], [0.4, -0.5, 0.1], [0.2, 0.2, 0.0], [-0.6, 0.3, 0.1], [-0.2, 0.2, 0.3], [0.6, 0.0, 0.2], [-0.3, -0.2, -0.2], [-0.2, 0.0, 0.0], [0.6, -0.1, 0.5], [-0.2, -0.1, -0.2], [0.1, 0.1, 0.1], [0.2, 0.0, 0.1], [-0.3, 0.1, -0.2], [0.1, 0.0, 0.1], [0.1, -0.2, 0.0], [0.0, 0.0, 0.0], [-0.2, 0.0, -0.1], [-0.2, -0.2, -0.7], [0.1, 0.1, 0.1], [0.1, 0.0, 0.0], [-0.1, -0.1, -0.2], [0.1, 0.0, 0.0], [0.3, 0.1, 0.2], [-0.6, 0.0, 0.1], [0.0, 0.2, -0.2], [0.0, -0.1, 0.0], [0.0, -0.1, 0.0], [0.0, 0.0, 0.0], [0.0, 0.0, 0.0], [0.0, 0.0, 0.0], [-0.1, 0.0, -0.1], [0.1, 0.0, 0.0], [-0.1, 0.1, 0.2], [0.0, 0.0, -0.1], [-0.1, 0.0, 0.1], [0.1, 0.1, -0.1], [-0.1, 0.0, 0.1], [-0.1, 0.0, -0.1], [0.0, -0.1, 0.0], [0.1, -0.1, 0.0], [0.0, 0.1, 0.1], [0.0, 0.1, 0.0], [0.1, 0.0, 0.0], [0.1, 0.0, 0.0], [0.0, 0.0, -0.1], [-0.1, -0.1, -0.1], [0.1, -0.1, -0.1], [0.0, 0.0, 0.0], [0.0, 0.0, 0.0], [0.0, 0.0, 0.0]]}

=====

(4)
{"formula": "C22H40B2F14NO20S3Zr2", "method": "ωB97M-V/def2-TZVPD", "orbital_gap_ev": 5.865, "e_lumo_ev": -5.9362, "homo_energy_ha": -0.4337, "e_tot_ha": -5157.8483, "charge": 1, "species": ["Zr", "Zr", "N", "S", "O", "O", "F", "S", "O", "O", "F", "B", "H", "H", "H", "H", "B", "H", "H", "H", "H", "O", "C", "C", "O", "H", "H", "H", "H", "O", "C", "C", "O", "H", "H", "H", "H", "C", "C", "O", "C", "O", "C", "F", "F", "F", "H", "H", "H", "H", "H", "C", "C", "O", "C", "O", "C", "F", "F", "F", "H", "H", "H", "H", "H", "C", "C", "O", "C", "O", "C", "F", "F", "F", "H", "H", "H", "H", "H", "C", "C", "O", "C", "O", "C", "F", "F", "F", "H", "H", "H", "H", "H", "C", "C", "O", "S", "O", "O", "O", "H", "H", "H", "H"], "coordinates": [[-2.187, 0.865, -1.569], [-0.813, 0.699, -5.281], [-1.008, -1.348, -4.965], [-1.835, -2.219, -3.631], [-2.094, -1.254, -2.561], [-1.557, -3.591, -3.269], [-3.264, -2.358, -4.356], [-0.544, -2.731, -5.635], [-1.522, -3.668, -6.170], [0.803, -3.153, -5.315], [-0.241, -1.919, -6.990], [-1.859, 3.091, -1.582], [-1.827, 2.667, -2.574], [-2.916, 3.269, -1.461], [-1.392, 2.426, -0.872], [-1.357, 4.039, -1.695], [1.324, 0.640, -5.950], [2.352, 0.697, -6.271], [1.279, -0.257, -5.353], [0.969, 1.528, -5.449], [0.665, 0.530, -6.797], [-0.611, 0.048, -0.223], [0.755, 0.259, -0.638], [0.932, 0.319, -2.228], [-0.242, 0.740, -3.027], [1.465, -0.491, -0.291], [1.138, 1.150, -0.141], [0.913, -0.709, -2.589], [1.850, 0.831, -2.518], [-4.364, 0.825, -1.596], [-5.088, 0.992, -2.844], [-4.182, 1.250, -4.132], [-2.735, 1.013, -4.087], [-5.734, 1.857, -2.694], [-5.740, 0.130, -2.983], [-4.418, 2.274, -4.422], [-4.499, 0.592, -4.942], [-2.542, 0.546, 4.460], [-1.860, 1.633, 3.625], [-2.869, 2.422, 3.115], [-3.358, 2.290, 1.880], [-2.891, 1.541, 0.987], [-4.647, 3.152, 1.593], [-5.733, 2.309, 1.599], [-4.836, 4.124, 2.512], [-4.621, 3.652, 0.373], [-1.673, -0.050, 4.739], [-3.395, 0.038, 4.011], [-2.702, 1.009, 5.434], [-1.260, 1.119, 2.874], [-1.156, 2.176, 4.255], [-1.252, -3.953, 2.209], [-1.824, -2.710, 1.481], [-3.212, -2.725, 1.394], [-3.805, -1.899, 0.607], [-3.211, -1.113, -0.161], [-5.378, -1.930, 0.672], [-5.940, -2.882, 1.289], [-5.894, -0.714, 1.133], [-5.964, -1.963, -0.566], [-0.328, -3.553, 2.627], [-1.025, -4.775, 1.531], [-1.824, -4.471, 2.979], [-1.416, -2.664, 0.472], [-1.507, -1.835, 2.048], [4.141, -3.882, 3.985], [3.262, -3.102, 3.114], [2.686, -3.767, 1.982], [2.802, -3.287, 0.717], [3.220, -2.186, 0.457], [2.532, -4.378, -0.341], [1.822, -5.442, 0.079], [1.876, -3.847, -1.401], [3.746, -4.792, -0.801], [5.039, -4.250, 3.489], [3.605, -4.692, 4.478], [4.379, -3.307, 4.880], [3.786, -2.248, 2.684], [2.461, -2.711, 3.742], [3.162, 2.419, 5.318], [2.116, 2.283, 4.351], [2.399, 2.783, 3.104], [1.462, 3.322, 2.249], [0.224, 3.142, 2.324], [2.050, 4.195, 1.055], [1.467, 3.750, -0.029], [1.690, 5.442, 1.179], [3.417, 4.046, 1.072], [3.414, 3.479, 5.317], [3.855, 1.666, 4.942], [2.824, 2.151, 6.319], [1.203, 2.837, 4.570], [1.687, 1.296, 4.179], [5.164, 0.743, 0.688], [4.983, -0.065, -0.631], [5.666, 0.699, -1.603], [5.526, 2.352, -1.276], [4.189, 2.669, -1.681], [6.646, 3.159, -1.801], [5.698, 2.005, 0.251], [5.875, 0.190, 1.302], [4.281, 0.870, 1.314], [3.992, -0.260, -1.041], [5.365, -1.086, -0.606]], "forces_ev_per_angstrom": [[-1.6, -1.8, 1.0], [-0.7, -0.4, 6.4], [-2.3, -3.3, 3.7], [-4.5, 1.6, 2.9], [1.0, -1.9, -1.9], [1.0, 2.7, -1.1], [1.6, 0.5, 0.5], [4.1, -3.3, -7.5], [0.9, 1.9, 2.5], [-2.4, 0.5, 1.1], [0.0, 0.6, -0.5], [0.0, 1.8, 0.1], [0.5, -2.3, -3.8], [-3.8, 0.1, 1.1], [2.3, -1.7, 3.2], [1.9, 3.0, 0.0], [1.8, 0.1, -0.4], [3.1, 0.5, -1.1], [-1.1, -3.2, 2.7], [-1.2, 4.1, 2.5], [-3.4, -0.5, -3.8], [-0.3, 0.7, -2.4], [-1.3, 1.0, -0.9], [-0.9, -1.4, 0.1], [-1.2, 1.2, -1.5], [-0.3, -0.7, -0.1], [-0.1, 0.6, -0.4], [1.1, -0.4, 0.4], [-0.2, 0.2, -0.1], [2.6, 0.1, -1.9], [1.7, -0.1, 1.2], [-0.6, -0.4, -0.4], [1.7, 0.0, -0.4], [0.0, 0.2, -0.3], [0.2, -0.2, -0.2], [0.6, 0.1, -0.2], [-0.5, 0.1, 0.0], [1.8, 1.0, 1.2], [0.7, -2.9, 0.3], [-2.1, 2.1, -2.2], [1.9, -1.8, -1.5], [-1.2, 2.0, 2.4], [-1.0, -0.8, 0.5], [1.1, 0.7, 0.6], [0.2, -0.8, -0.9], [0.5, 0.4, 0.2], [-0.3, -1.1, -0.3], [0.3, 0.0, 0.1], [-1.2, -0.1, 0.0], [-0.2, 0.5, -0.5], [-0.5, 0.5, -0.2], [0.0, 0.1, -0.6], [2.0, -0.9, 0.5], [-2.2, -0.9, 0.8], [1.0, 2.8, -2.5], [-1.6, -1.9, 2.0], [-1.9, 3.5, -2.5], [0.0, -2.0, 2.2], [1.6, -1.4, 0.5], [1.5, -0.2, -0.3], [0.2, -0.5, 0.2], [0.2, 0.2, -0.3], [-0.4, 0.8, 0.2], [0.1, 0.3, 0.1], [-0.2, 0.3, -0.3], [0.4, -1.6, 0.9], [-0.4, 2.5, -0.7], [-0.4, -1.4, -1.4], [1.0, 0.7, 2.5], [-0.6, -0.9, -0.4], [-0.1, -0.5, -1.3], [0.7, 1.0, -0.1], [0.3, -0.1, 0.8], [-1.0, 0.2, 0.6], [0.0, 0.0, 0.2], [0.0, -0.5, -0.5], [0.4, 0.6, -0.4], [0.1, 0.2, 0.2], [-0.4, 0.0, -0.4], [1.0, -0.2, 0.4], [-5.9, -0.4, -0.4], [1.0, 2.4, -4.3], [-2.8, -1.3, 1.5], [4.4, 0.7, 0.0], [0.6, -1.8, 2.1], [0.6, -0.5, -1.2], [0.4, 1.0, 0.4], [-1.6, 0.5, -0.8], [0.9, -0.3, 0.1], [1.2, 0.7, 0.7], [0.0, -0.1, -0.1], [-0.2, 0.2, 1.0], [0.5, -0.6, 0.4], [-0.3, -0.9, -0.7], [-0.7, 0.0, -0.5], [1.1, 1.5, -1.2], [1.6, -1.8, -1.9], [0.4, 0.3, 0.7], [-2.8, -2.5, 1.9], [0.1, 1.4, 1.3], [0.5, 0.7, -0.1], [-0.2, 0.3, -0.5], [-0.6, 0.6, 0.7], [0.7, 0.3, 0.2]]}